Version a
Here is a 3-piece molecular cluster, C3H12NO2 overall from the Open Molecules 2025 dataset. Energies are from wB97M-V/def2-TZVPD.

Positions of all 18 atoms, in Å:
C1 -0.03 -0.96 -1.02
C2 -1.29 -0.44 -0.47
C3 -2.27 -0.02 -1.29
N1 -1.28 -0.40 1.00
H1 0.63 -0.11 -1.14
H2 0.50 -1.54 -0.28
H3 -0.12 -1.44 -1.98
H4 -2.99 0.79 -1.03
H5 -2.24 -0.37 -2.33
H6 -1.11 -1.29 1.42
H7 -2.14 -0.02 1.42
H8 -0.43 0.16 1.34
H9 1.52 1.06 1.27
H10 1.02 2.04 2.26
O1 0.83 1.30 1.78
H11 2.73 0.55 -0.98
H12 3.80 0.35 0.10
O2 2.84 0.36 -0.07

Output
* charge: +1
* 2S+1: 1

Atom charges from the Mulliken analysis, given in e for atoms 1 to 2: atom 1 (C): -1.332, atom 2 (C): 0.731

Version b
Here is a 3-piece molecular cluster, C3H12NO2 overall from the Open Molecules 2025 dataset. Energies are from wB97M-V/def2-TZVPD.

Positions of all 18 atoms, in Å:
C1 1.92 -0.28 0.40
C2 1.21 0.29 -0.76
C3 1.70 1.09 -1.69
N1 -0.26 0.09 -0.64
H1 1.62 0.09 1.40
H2 1.88 -1.37 0.48
H3 2.98 -0.19 0.24
H4 1.10 1.78 -2.30
H5 2.79 1.25 -1.81
H6 -0.52 -0.88 -0.33
H7 -0.79 0.32 -1.52
H8 -0.62 0.66 0.19
H9 -3.18 -0.62 0.20
H10 -2.94 -1.58 -1.00
O1 -2.51 -0.87 -0.51
H11 -0.98 -0.36 2.99
H12 -2.11 0.47 2.47
O2 -1.28 0.09 2.19

Output
* charge: +1
* 2S+1: 1

Atom charges from the Mulliken analysis, given in e for atoms 1 to 2: atom 1 (C): -1.234, atom 2 (C): 0.652

Pick the least stable structure from those above. Pick: version a